# 1
{
  "formula": "C5H13N2",
  "method": "the ωB97M-V functional and the def2-TZVPD basis",
  "total_charge": 1,
  "e_above_lowest_kcal_mol": 68.3,
  "e_tot_ev": -8367.8465,
  "species": ["C", "C", "C", "N", "H", "H", "H", "H", "H", "H", "H", "C", "C", "N", "H", "H", "H", "H", "H", "H"],
  "xyz": [[-0.05572, -2.81567, 1.13523], [-0.33952, -1.35365, 1.27286], [0.64595, -0.39649, 1.16017], [0.49666, 1.01650, 1.34226], [1.07682, -2.97936, 0.99862], [-0.27856, -3.36822, 2.04521], [-0.58068, -3.24039, 0.24926], [-1.33286, -1.05851, 1.55837], [1.67314, -0.69578, 0.83382], [1.04001, 1.34565, 2.14886], [-0.48564, 1.16829, 1.60395], [-1.45832, 1.08863, -1.63277], [0.93588, 1.58989, -1.42879], [-0.05462, 0.83503, -1.76583], [-1.82203, 0.61521, -0.66449], [-1.98426, 0.62723, -2.47202], [-1.62592, 2.18797, -1.52064], [0.77590, 2.51560, -0.84690], [1.84619, 1.27679, -1.88470], [0.23403, -0.03148, -2.12450]],
  "lowdin_charge": [-0.118, -0.172, -0.233, 0.004, 0.100, 0.074, 0.081, 0.091, 0.118, 0.102, 0.087, -0.017, 0.164, -0.022, 0.114, 0.111, 0.122, 0.128, 0.119, 0.146]
}



# 2
{
  "formula": "C24H26AsF11O3PSSiZr",
  "method": "the ωB97M-V functional and the def2-TZVPD basis",
  "s_squared": 0.7769,
  "total_charge": 2,
  "e_above_lowest_kcal_mol": 2.2,
  "e_tot_ev": -151459.9936,
  "spin_multiplicity": 2,
  "species": ["Zr", "F", "C", "C", "F", "C", "F", "C", "S", "C", "F", "C", "F", "C", "C", "O", "P", "O", "C", "C", "O", "C", "C", "H", "H", "H", "H", "H", "H", "H", "H", "H", "H", "H", "H", "H", "H", "H", "F", "As", "F", "F", "F", "F", "F", "C", "C", "C", "C", "C", "C", "Si", "C", "C", "C", "C", "C", "C", "H", "H", "H", "H", "H", "H", "H", "H", "H", "H", "H"],
  "xyz": [[0.81412, -1.17483, 0.96487], [-4.56473, 2.70495, -1.72997], [-3.91722, 1.61014, -1.42530], [-2.62428, 1.71862, -0.87876], [-2.08857, 2.91217, -0.69166], [-1.95781, 0.57158, -0.56828], [-0.69060, 0.65941, -0.07733], [-2.49629, -0.71556, -0.75246], [-1.63937, -2.10568, -0.31353], [-3.79665, -0.77978, -1.31158], [-4.34913, -1.95324, -1.50854], [-4.50039, 0.36464, -1.64468], [-5.70821, 0.28751, -2.15829], [-2.78949, -2.05242, 6.24405], [-2.78755, -0.88768, 5.29398], [-1.52296, -0.89805, 4.52186], [-1.52483, -0.92801, 2.94988], [-0.51532, -2.21909, 2.53347], [0.30219, -2.91790, 3.60609], [-0.20829, -4.32173, 3.74775], [-0.17426, 0.04478, 2.61020], [-0.15871, 1.47438, 3.00033], [0.73097, 1.65357, 4.20087], [-3.69761, -2.01690, 6.84621], [-1.93611, -2.00938, 6.91868], [-2.78156, -3.00186, 5.70930], [-2.79391, 0.07134, 5.80598], [-3.61732, -0.92348, 4.58639], [0.20434, -2.31566, 4.50347], [1.33112, -2.87806, 3.25611], [-1.25274, -4.33811, 4.05718], [0.37850, -4.83156, 4.51306], [-0.10122, -4.86987, 2.81348], [-1.19419, 1.75848, 3.19855], [0.18680, 2.02408, 2.12725], [0.32639, 1.15109, 5.07729], [0.81254, 2.71938, 4.41955], [1.73309, 1.27381, 4.00237], [1.73227, 0.82119, 0.63334], [2.45046, -2.35470, -1.94611], [2.46139, -1.26549, 1.91574], [1.18589, -3.02240, 0.49490], [1.21620, -3.43938, -2.34009], [1.21400, -1.11764, -1.18458], [2.41928, -1.54125, -3.43670], [5.73151, -0.46071, -2.49359], [4.66168, 0.36411, -2.82790], [3.91928, 0.97017, -1.82556], [4.24040, 0.76628, -0.47549], [5.31693, -0.06461, -0.16064], [6.05697, -0.67670, -1.16281], [3.28198, 1.56905, 0.88905], [2.86428, 3.35606, 0.94352], [3.30735, 4.09714, 2.04338], [3.03717, 5.45414, 2.13363], [2.30813, 6.08027, 1.13349], [1.85040, 5.35572, 0.03883], [2.12829, 4.00448, -0.05666], [6.32119, -0.92151, -3.27514], [4.42307, 0.54890, -3.86708], [3.10171, 1.62862, -2.10271], [5.58230, -0.24382, 0.87487], [6.89411, -1.31107, -0.90536], [3.71982, 1.09203, 2.20669], [3.87601, 3.61793, 2.83291], [3.39661, 6.02251, 2.98054], [2.09714, 7.13903, 1.20382], [1.28755, 5.85199, -0.74003], [1.77613, 3.45650, -0.92430]],
  "lowdin_charge": [1.821, 0.210, -0.085, -0.122, 0.167, -0.200, -0.011, -0.512, 0.916, -0.203, 0.159, -0.119, 0.188, -0.055, -0.226, -0.313, 0.930, -0.525, -0.199, -0.040, -0.495, -0.219, -0.039, 0.097, 0.092, 0.078, 0.126, 0.109, 0.113, 0.102, 0.081, 0.103, 0.092, 0.124, 0.103, 0.084, 0.100, 0.078, -0.316, 1.365, -0.415, -0.491, -0.310, -0.514, -0.306, -0.068, -0.096, -0.114, -0.291, -0.101, -0.066, 0.732, -0.291, -0.104, -0.059, -0.049, -0.063, -0.095, 0.118, 0.117, 0.105, 0.105, 0.116, 0.033, 0.101, 0.116, 0.118, 0.114, 0.098]
}



# 3
{
  "formula": "C2H9ClSi2",
  "method": "the ωB97M-V functional and the def2-TZVPD basis",
  "total_charge": 0,
  "smiles": "C[SiH](C)[SiH2]Cl",
  "e_above_lowest_kcal_mol": 7.8,
  "e_tot_ev": -30497.8483,
  "species": ["C", "Si", "C", "Si", "Cl", "H", "H", "H", "H", "H", "H", "H", "H", "H"],
  "xyz": [[-1.75077, -0.76771, 0.16834], [-0.01548, -0.01756, 0.65718], [1.42334, -1.22296, 0.20409], [0.43555, 1.96741, -0.62183], [-0.34898, 1.90830, -2.55950], [-1.85955, -0.60839, -0.87792], [-1.80751, -1.92083, 0.35260], [-2.42571, -0.42207, 0.78947], [0.07715, -0.00728, 2.13388], [0.98132, -2.29535, 0.38100], [1.77015, -0.95061, -0.81300], [2.20304, -1.13532, 0.98869], [-0.42555, 2.96007, 0.16444], [1.74301, 2.51229, -0.96743]],
  "lowdin_charge": [-0.232, 0.471, -0.309, 0.127, 0.120, -0.005, 0.073, -0.064, -0.047, 0.053, 0.010, 0.012, -0.098, -0.111]
}



# 4
{
  "formula": "C3H3ClO2",
  "method": "the ωB97M-V functional and the def2-TZVPD basis",
  "total_charge": 0,
  "e_above_lowest_kcal_mol": 131.9,
  "e_tot_ev": -19770.9690,
  "species": ["C", "C", "C", "O", "O", "Cl", "H", "H", "H"],
  "xyz": [[0.81289, 1.11734, -0.24199], [0.22311, -0.04550, -0.89000], [-0.38677, -0.92976, 1.16244], [-0.49449, 1.07357, -0.65412], [-0.09505, -1.14942, -0.15474], [-1.72420, 0.03103, 1.51119], [1.59439, 1.83000, -0.63603], [0.31418, -0.16877, -2.06014], [-0.24406, -1.75849, 1.96338]],
  "lowdin_charge": [0.015, -0.429, -0.579, -0.051, -0.091, 0.714, 0.116, 0.197, 0.108]
}



# 5
{
  "formula": "C34H91N5O12",
  "method": "the ωB97M-V functional and the def2-TZVPD basis",
  "total_charge": 0,
  "smiles": "COC[C@H](C)N.COC[C@H](C)N.COCCNCCOC.COCCNCCOC.COCCNCCOC.CCO.CCO.CCO.CCO",
  "e_above_lowest_kcal_mol": 0.6,
  "e_tot_ev": -68749.1826,
  "species": ["C", "O", "C", "C", "C", "N", "H", "H", "H", "H", "H", "H", "H", "H", "H", "H", "H", "C", "O", "C", "C", "C", "N", "H", "H", "H", "H", "H", "H", "H", "H", "H", "H", "H", "C", "O", "C", "C", "N", "C", "C", "O", "C", "H", "H", "H", "H", "H", "H", "H", "H", "H", "H", "H", "H", "H", "H", "H", "C", "O", "C", "C", "N", "C", "C", "O", "C", "H", "H", "H", "H", "H", "H", "H", "H", "H", "H", "H", "H", "H", "H", "H", "C", "O", "C", "C", "N", "C", "C", "O", "C", "H", "H", "H", "H", "H", "H", "H", "H", "H", "H", "H", "H", "H", "H", "H", "C", "C", "O", "H", "H", "H", "H", "H", "H", "C", "C", "O", "H", "H", "H", "H", "H", "H", "C", "C", "O", "H", "H", "H", "H", "H", "H", "C", "C", "O", "H", "H", "H", "H", "H", "H"],
  "xyz": [[14.49820, 2.81263, -7.98840], [13.52002, 2.64910, -6.98091], [13.69710, 3.48711, -5.87561], [12.42189, 3.57025, -5.09331], [11.26660, 4.25420, -5.80141], [12.68508, 4.34531, -3.84999], [14.50377, 3.86151, -8.29996], [14.17734, 2.18163, -8.81375], [15.51149, 2.52368, -7.69123], [14.49514, 3.07766, -5.23457], [14.01045, 4.50464, -6.16068], [12.10762, 2.56844, -4.77246], [10.99861, 3.77050, -6.74145], [11.49906, 5.31421, -5.92828], [10.35431, 4.19841, -5.19943], [11.87781, 4.30121, -3.22840], [13.48548, 3.93882, -3.37694], [11.45481, 11.90518, -8.71797], [12.24700, 11.54191, -9.81033], [12.58404, 12.65817, -10.61389], [13.53945, 12.20531, -11.69474], [14.76366, 11.52991, -11.10890], [14.00816, 13.41528, -12.42518], [10.45796, 12.22011, -9.06598], [11.88387, 12.70170, -8.10270], [11.29384, 11.04632, -8.06906], [11.66638, 13.14640, -10.97055], [13.10958, 13.40891, -9.99927], [13.02238, 11.55032, -12.40483], [15.36992, 11.13024, -11.93198], [14.51228, 10.64861, -10.52326], [15.36549, 12.25107, -10.55952], [14.67525, 13.08989, -13.11924], [13.25109, 13.81055, -12.97538], [9.24329, 4.37809, -2.08791], [10.46657, 5.07283, -2.06582], [10.29535, 6.42385, -1.68059], [11.62164, 7.10341, -1.52051], [12.33542, 7.19656, -2.80226], [13.75631, 7.47521, -2.61868], [14.45436, 7.42849, -3.96847], [15.79196, 7.82775, -3.77081], [16.53835, 7.78876, -4.96714], [8.84151, 4.26246, -1.06838], [9.43770, 3.35420, -2.40832], [8.48059, 4.86380, -2.70064], [9.78361, 6.44232, -0.70912], [9.66285, 6.92411, -2.42197], [12.20227, 6.55055, -0.76921], [11.45782, 8.12387, -1.16292], [12.24247, 6.26202, -3.21100], [14.24339, 6.74322, -1.96387], [13.86862, 8.49738, -2.25072], [13.95816, 8.11801, -4.66982], [14.39689, 6.41998, -4.39933], [17.47236, 8.31756, -4.78840], [15.99996, 8.27238, -5.78913], [16.77014, 6.75004, -5.23397], [11.51444, 11.25600, -1.14308], [12.05671, 11.60370, 0.11423], [12.72196, 12.84581, 0.08409], [13.52983, 12.99462, 1.34360], [12.65850, 13.07111, 2.50199], [13.34959, 12.93370, 3.75140], [12.39273, 13.05384, 4.91340], [11.47270, 11.98359, 4.83007], [10.70739, 11.84232, 5.99979], [11.04582, 12.12457, -1.61773], [10.81562, 10.43869, -0.99792], [12.30791, 10.90232, -1.81425], [11.98628, 13.66132, 0.00623], [13.37633, 12.91053, -0.79776], [14.17103, 13.87548, 1.26133], [14.18781, 12.10966, 1.42348], [11.92426, 12.38138, 2.40290], [14.12018, 13.69918, 3.86456], [13.82474, 11.94051, 3.87585], [11.82353, 13.99418, 4.83615], [12.91274, 13.05910, 5.87924], [9.84670, 11.21234, 5.79637], [10.37571, 12.81054, 6.39683], [11.30462, 11.38148, 6.80261], [14.62090, 15.12066, -6.42377], [13.44179, 14.76150, -5.75340], [13.36886, 13.38642, -5.47898], [12.19811, 13.13017, -4.55513], [10.91295, 13.20736, -5.26193], [9.82109, 12.88160, -4.35385], [8.49568, 12.77142, -5.07743], [7.48771, 12.65655, -4.09721], [6.21252, 12.41322, -4.65156], [15.50637, 14.78931, -5.86433], [14.65430, 16.20993, -6.45009], [14.66321, 14.72495, -7.44372], [14.28343, 13.04256, -4.96914], [13.26894, 12.80649, -6.40534], [12.25497, 13.92033, -3.78981], [12.27664, 12.12952, -4.13105], [10.76034, 14.15086, -5.60158], [9.73585, 13.59731, -3.52106], [10.01246, 11.90942, -3.88846], [8.57000, 11.96657, -5.81652], [8.26948, 13.68744, -5.65194], [5.55718, 12.07602, -3.85188], [6.23224, 11.63223, -5.41971], [5.81943, 13.32981, -5.10830], [13.57026, 6.94942, -8.17023], [12.59115, 6.00742, -8.80355], [12.53291, 6.25018, -10.21327], [14.54420, 6.91103, -8.66535], [13.67631, 6.75302, -7.10341], [13.24391, 7.98414, -8.30688], [11.59176, 6.20164, -8.39587], [12.86261, 4.96292, -8.64152], [11.96708, 5.58644, -10.61632], [11.12761, 9.10290, -6.14045], [10.38919, 9.23564, -4.81326], [11.25008, 9.57553, -3.75474], [11.75136, 8.20247, -6.14836], [11.78701, 9.96665, -6.22091], [10.43710, 8.97390, -6.97664], [9.85444, 8.29834, -4.58309], [9.60536, 9.99204, -4.92106], [11.75748, 8.76148, -3.53792], [7.54951, 10.25607, -7.77160], [7.11055, 9.07320, -6.92198], [5.87661, 8.49600, -7.36866], [8.59698, 10.47627, -7.54332], [6.93202, 11.13432, -7.59859], [7.54452, 10.00019, -8.83380], [6.94415, 9.36440, -5.88584], [7.89083, 8.30280, -6.93717], [6.02395, 8.15622, -8.25595], [8.09050, 9.39816, -1.61456], [7.10622, 9.16839, -2.73140], [6.51744, 7.87424, -2.56024], [8.83127, 8.60311, -1.55051], [7.61112, 9.44944, -0.63484], [8.62053, 10.34017, -1.76704], [7.63974, 9.18209, -3.68579], [6.34176, 9.94836, -2.68461], [6.13972, 7.60441, -3.40187]],
  "lowdin_charge": [-0.098, -0.177, -0.233, -0.409, -0.044, 0.042, 0.068, 0.093, 0.091, 0.132, 0.116, 0.141, 0.081, 0.071, 0.072, 0.052, 0.086, -0.116, -0.186, -0.219, -0.436, -0.062, 0.022, 0.092, 0.070, 0.057, 0.127, 0.126, 0.137, 0.077, 0.073, 0.083, 0.065, 0.067, -0.102, -0.226, -0.225, -0.177, -0.071, -0.182, -0.239, -0.184, -0.109, 0.094, 0.089, 0.092, 0.133, 0.110, 0.129, 0.114, 0.070, 0.127, 0.127, 0.118, 0.103, 0.087, 0.084, 0.087, -0.105, -0.187, -0.245, -0.221, -0.056, -0.234, -0.244, -0.193, -0.122, 0.081, 0.064, 0.078, 0.130, 0.122, 0.121, 0.124, 0.110, 0.123, 0.127, 0.127, 0.121, 0.085, 0.086, 0.088, -0.115, -0.187, -0.244, -0.198, -0.039, -0.222, -0.232, -0.184, -0.104, 0.088, 0.088, 0.084, 0.124, 0.109, 0.126, 0.105, 0.115, 0.127, 0.093, 0.095, 0.131, 0.083, 0.067, 0.092, -0.088, -0.325, -0.075, 0.083, 0.051, 0.075, 0.107, 0.084, 0.079, -0.069, -0.325, -0.110, 0.053, 0.070, 0.064, 0.107, 0.086, 0.034, -0.084, -0.313, -0.080, 0.049, 0.068, 0.080, 0.087, 0.107, 0.078, -0.068, -0.304, -0.078, 0.044, 0.086, 0.069, 0.083, 0.106, 0.076]
}



# 6
{
  "formula": "C20H40O5",
  "method": "the ωB97M-V functional and the def2-TZVPD basis",
  "s_squared": 0.7504,
  "total_charge": -1,
  "e_above_lowest_kcal_mol": 0.0,
  "e_tot_ev": -31620.4464,
  "spin_multiplicity": 2,
  "species": ["C", "C", "C", "O", "C", "H", "H", "H", "H", "H", "H", "H", "H", "C", "C", "C", "O", "C", "H", "H", "H", "H", "H", "H", "H", "H", "C", "C", "C", "O", "C", "H", "H", "H", "H", "H", "H", "H", "H", "C", "C", "C", "O", "C", "H", "H", "H", "H", "H", "H", "H", "H", "C", "C", "C", "O", "C", "H", "H", "H", "H", "H", "H", "H", "H"],
  "xyz": [[-0.24138, 3.68839, -4.98112], [-1.01260, 3.83323, -6.27441], [-1.44973, 2.33225, -6.64890], [-1.50703, 1.82466, -5.35318], [-1.13856, 2.69166, -4.29423], [0.06822, 4.55130, -4.39151], [0.67903, 3.23626, -5.35057], [-0.42802, 4.26397, -7.08734], [-1.98546, 4.30413, -6.13334], [-0.60086, 1.88842, -7.16904], [-2.45625, 2.30799, -7.06653], [-0.52919, 2.22683, -3.51918], [-2.05050, 3.13532, -3.89471], [-0.61771, 0.85937, -0.67794], [-2.08159, 0.47911, -0.73323], [-2.38575, 0.68663, 0.73643], [-1.16417, 0.66129, 1.52050], [-0.07863, 0.61694, 0.69049], [-0.56195, 1.91997, -0.92313], [-0.07453, 0.31350, -1.44936], [-2.27055, -0.54116, -1.06708], [-2.64325, 1.15999, -1.37278], [-3.32195, 0.25729, 1.09320], [-2.63430, 1.74378, 0.83001], [0.24565, -0.42348, 0.71190], [0.63773, 1.39265, 0.96105], [5.32379, -1.03841, -1.54617], [4.69922, 0.20652, -0.91492], [3.54554, 0.44396, -1.79805], [3.49768, -0.46997, -2.84167], [4.77527, -1.12792, -2.93954], [5.13944, -1.94549, -0.97055], [6.38523, -0.79625, -1.59919], [5.37222, 1.06389, -0.92339], [4.57764, 0.07575, 0.16035], [3.70067, 1.39272, -2.31175], [2.61189, 0.45690, -1.23571], [5.43642, -0.58948, -3.61855], [4.66915, -2.12267, -3.37231], [-0.20906, -0.62805, 4.99837], [0.97496, -0.17897, 5.91139], [0.45642, 1.15104, 6.57341], [-0.60344, 1.64419, 5.72245], [-0.63259, 0.81490, 4.55303], [-1.02339, -1.04507, 5.59089], [0.18064, -1.22385, 4.17300], [1.86596, -0.07864, 5.29159], [1.16858, -0.89775, 6.70760], [1.31832, 1.79765, 6.73816], [-0.02980, 0.92010, 7.52121], [0.10182, 1.15268, 3.82183], [-1.63148, 0.68948, 4.13520], [-1.53612, -3.33569, 1.86769], [-2.10158, -4.73272, 1.62542], [-3.44430, -4.61421, 2.26645], [-3.79100, -3.26373, 2.13305], [-2.75392, -2.46646, 1.57391], [-0.67158, -3.09846, 1.24770], [-1.18100, -3.20954, 2.89046], [-1.49383, -5.40266, 2.23362], [-1.95841, -4.99021, 0.57600], [-3.44107, -4.89309, 3.32017], [-4.11419, -5.23691, 1.67348], [-2.66052, -1.51761, 2.10217], [-2.92025, -2.31624, 0.50721]],
  "lowdin_charge": [-0.202, -0.184, -0.191, -0.170, -0.221, 0.108, 0.109, 0.097, 0.099, 0.109, 0.112, 0.110, 0.115, -0.227, -0.175, -0.216, -0.163, -0.288, 0.097, 0.103, 0.093, 0.105, 0.106, 0.108, 0.094, 0.104, -0.211, -0.239, -0.305, -0.151, -0.225, 0.096, 0.097, 0.096, 0.076, 0.103, 0.109, 0.102, 0.109, -0.159, -0.196, -0.195, -0.152, -0.223, 0.105, 0.090, 0.084, 0.090, 0.101, 0.103, 0.105, 0.107, -0.204, -0.202, -0.242, -0.140, -0.196, 0.081, 0.102, 0.102, 0.109, 0.118, 0.112, 0.099, 0.112]
}